{"formula": "C5H6Si", "method": "ωB97M-V/def2-TZVPD", "symbols": ["Si", "H", "H", "H", "H", "H", "C", "H", "C", "C", "C", "C"], "coordinates": [[-0.1962, -1.5764, 0.6231], [-3.3350, -0.1738, -0.4731], [-0.2437, -1.0143, 1.9681], [2.1819, -1.2148, -1.0202], [-0.5915, 0.3303, -1.2120], [-1.5371, 1.7344, 1.4225], [2.5389, -0.3537, -0.4905], [3.2728, 0.9080, 1.0601], [-1.6128, 1.0100, 0.7346], [-2.3791, 0.3009, -0.0154], [-0.8908, 0.0001, -0.2054], [3.0705, 0.1412, 0.4780]], "forces_ev_per_angstrom": [[0.018, -0.064, -1.446], [1.740, 1.377, 1.344], [-0.124, 0.390, 0.978], [-0.048, 0.455, -0.544], [0.482, 0.020, 0.506], [0.492, 2.432, 2.213], [0.404, -1.498, 0.952], [1.310, 2.860, 2.871], [-0.706, -2.477, -3.193], [-1.740, -1.794, -0.733], [-0.106, 0.188, 0.334], [-1.725, -1.887, -3.283]], "lowdin_charge": [0.705, 0.132, -0.176, 0.000, 0.053, 0.049, -0.035, -0.027, -0.081, -0.116, -0.540, 0.036], "gap_ev": 7.5, "relative_energy_ev": 5.717, "mol_weight_g_mol": 94.189, "charge": 0}

{"formula": "CH9NO4", "method": "ωB97M-V/def2-TZVPD", "symbols": ["H", "H", "H", "N", "O", "H", "C", "H", "H", "O", "O", "H", "H", "H", "O"], "coordinates": [[-1.6085, 0.7384, -0.9212], [2.8777, -1.4205, 0.1162], [-1.7747, 3.2417, 0.5654], [-1.3913, 1.7148, -0.7453], [-1.0538, 1.5983, 1.5125], [-1.8900, -2.0720, -0.2616], [-1.4110, 2.1981, 0.5266], [-0.5773, -1.8222, -1.0200], [-1.6795, 2.3304, -1.4825], [1.2051, -0.3210, 0.6206], [-1.3850, -1.3934, -0.7186], [0.3423, -0.7464, 0.6770], [0.9869, 0.5149, 1.0630], [3.9670, -2.4421, 0.3841], [3.3919, -2.1189, -0.3161]], "forces_ev_per_angstrom": [[0.600, -0.078, 0.277], [-0.182, 0.017, -0.136], [0.246, 0.026, 0.136], [-0.469, -0.279, -0.133], [-0.074, -0.267, 0.182], [-0.020, -0.043, -0.019], [0.005, 0.322, -0.476], [0.020, -0.043, -0.111], [-0.186, 0.208, 0.023], [-0.231, 0.309, 0.346], [0.032, 0.074, 0.084], [-0.059, -0.214, -0.158], [0.270, -0.047, -0.149], [0.031, -0.064, -0.088], [0.016, 0.079, 0.223]], "lowdin_charge": [0.070, -0.011, 0.125, 0.125, 0.009, 0.057, -0.411, 0.055, 0.088, -0.061, -0.045, 0.014, 0.035, 0.027, -0.077], "gap_ev": 10.8, "relative_energy_ev": 0.581, "mol_weight_g_mol": 99.086, "charge": 0, "smiles": "NC=O.O.O.O"}

{"formula": "C5H9ClSi", "method": "ωB97M-V/def2-TZVPD", "symbols": ["H", "C", "C", "H", "H", "H", "C", "H", "H", "C", "Si", "C", "H", "H", "H", "Cl"], "coordinates": [[-1.9987, -0.5588, 1.5918], [-0.3338, 0.6246, 0.9090], [0.0073, -1.4351, -0.9727], [0.6577, -1.5756, -1.8033], [-0.0344, 1.5964, -1.2227], [-1.2347, -2.6064, 0.0268], [0.3727, 1.0124, -0.3708], [2.8391, 0.6884, -1.6409], [2.9213, 2.0215, 0.1137], [-1.3895, -0.4418, 0.6489], [2.2448, 0.8987, -0.3251], [-0.9177, -1.6244, -0.1429], [-0.8428, 1.5207, 1.2715], [-2.1210, 0.0781, 0.0586], [0.5002, 0.4374, 1.4882], [2.9150, -0.8774, 0.4556]], "forces_ev_per_angstrom": [[0.837, -0.884, -0.681], [-0.901, 1.528, -2.760], [2.556, 3.432, -1.899], [0.047, -0.717, -0.035], [-0.220, -0.479, 0.807], [-1.060, -1.386, 0.415], [0.862, -2.040, -1.133], [-0.194, 0.261, -0.672], [0.994, 1.603, 1.355], [-1.333, 0.907, 2.180], [-1.526, -1.520, -2.049], [-0.480, 0.602, 1.678], [-0.115, -0.070, 0.382], [-0.475, 0.193, -0.764], [0.901, -1.248, 2.280], [0.108, -0.182, 0.896]], "lowdin_charge": [0.125, -0.311, 0.107, 0.053, 0.058, 0.092, -0.246, -0.078, -0.101, -0.204, 0.196, -0.191, 0.114, 0.102, 0.040, 0.243], "gap_ev": [8.2, 8.6], "relative_energy_ev": 4.491, "mol_weight_g_mol": 132.666, "charge": 0}

{"formula": "CF2O2S", "method": "ωB97M-V/def2-TZVPD", "symbols": ["C", "F", "F", "S", "O", "O"], "coordinates": [[2.0326, 0.2390, -0.3176], [2.8237, -0.4704, 0.6348], [-1.6782, 0.4152, 1.3312], [-1.6300, -0.5058, -0.0942], [-2.4091, 0.2365, -1.0716], [0.8610, 0.0856, -0.4827]], "forces_ev_per_angstrom": [[-1.506, -1.768, 1.416], [-1.397, 1.297, -1.715], [0.194, -1.023, -1.443], [-1.318, 1.029, 1.441], [0.350, -0.285, 0.166], [3.676, 0.751, 0.136]], "lowdin_charge": [-0.067, -0.004, -0.420, 0.985, -0.488, -0.006], "gap_ev": [10.3, 6.6], "relative_energy_ev": 2.814, "mol_weight_g_mol": 114.072, "charge": 0}

{"formula": "C6H70O30Si", "method": "ωB97M-V/def2-TZVPD", "symbols": ["H", "H", "H", "O", "H", "H", "H", "O", "H", "H", "H", "H", "H", "H", "H", "H", "H", "H", "O", "O", "O", "O", "H", "H", "Si", "H", "H", "O", "H", "O", "O", "O", "H", "O", "H", "C", "O", "H", "O", "O", "O", "O", "H", "O", "H", "O", "H", "C", "H", "H", "H", "H", "H", "H", "O", "H", "H", "O", "H", "H", "H", "H", "O", "H", "H", "O", "C", "H", "H", "H", "H", "H", "H", "O", "H", "H", "H", "C", "O", "O", "H", "O", "H", "H", "H", "H", "H", "H", "O", "H", "O", "C", "H", "H", "H", "H", "H", "O", "H", "H", "H", "H", "H", "H", "H", "O", "C"], "coordinates": [[-4.4257, -1.2325, 1.2039], [1.0340, -0.8284, 7.9583], [0.3177, -0.1616, 2.1749], [-5.2279, -2.3063, -5.0696], [-1.4961, 2.7907, 0.7834], [11.6341, 3.3509, 1.3049], [0.5080, -2.4704, 1.2780], [11.3054, 2.8142, 0.5681], [1.5369, 1.9346, -2.5603], [-5.2752, -0.1046, -2.2842], [2.0341, 2.9274, 4.6077], [-7.5977, 0.5911, -2.8597], [-5.9855, -3.7497, 0.1168], [-2.7630, -3.9617, -1.7198], [0.8023, 0.6760, 8.0785], [-3.9389, 1.0144, 0.5823], [-2.6902, 1.7763, -6.0119], [6.9170, 2.9380, -0.7477], [-2.9235, -1.0499, 2.7092], [0.9611, 2.4135, -1.9454], [-5.8339, 2.9030, -6.2089], [1.7054, 2.3908, 3.8709], [-2.8582, 1.5160, -4.5168], [-1.3781, 2.0137, -3.2587], [-1.4256, 1.3450, 1.1183], [9.2812, 2.7519, -0.4551], [3.1406, -0.4694, 1.2054], [1.8980, -2.0678, 9.7610], [-1.7932, 0.7865, 8.3185], [-0.8263, -0.4608, -6.6535], [-0.1116, -0.2566, -3.5955], [5.4827, -1.5992, -5.1571], [-6.6901, 2.5692, -6.5162], [6.2648, 3.5340, 3.4489], [2.3720, -3.1116, 1.3530], [-2.5527, -2.3644, 0.5023], [-2.5329, -4.6211, -1.0482], [6.6170, 3.3990, 2.5563], [6.5648, 3.0730, 0.1449], [2.7005, -0.9890, 4.6561], [-1.1451, 1.4942, 8.4535], [-5.7377, -4.4353, -0.5215], [3.6469, -0.8890, 4.8387], [-7.8349, 4.6050, -4.2017], [1.7546, -1.7512, -1.0059], [1.0502, -0.0097, 7.4403], [2.8254, -2.3114, 9.6209], [-2.9627, 0.3662, 0.4965], [-7.3372, -3.3573, -1.5085], [-5.7538, -5.2541, -0.0035], [2.8190, 1.6883, 0.0840], [-5.6932, -1.4716, -1.7476], [0.1316, -0.4288, -6.7962], [1.7632, -2.1967, 10.7118], [-7.3498, -0.0945, -3.4979], [2.0099, -1.8402, -4.3562], [3.4105, -2.3033, -3.9623], [-7.8816, -2.5604, -1.5951], [-2.7470, 0.0877, -0.6439], [1.8471, 1.4783, 4.1645], [-0.9188, -0.4789, -5.6891], [4.9812, -0.8354, -4.8346], [9.0784, 2.0002, 2.2921], [-3.4167, -3.1335, 0.2258], [2.2756, -0.7796, 5.5015], [-3.2650, 1.3253, -5.3753], [0.9513, 0.3254, 1.2918], [-5.2895, 2.1061, -6.1223], [-1.5461, 1.7534, -1.7636], [3.2370, 3.0553, -0.4525], [-7.2856, 5.1059, -3.5801], [5.0226, -1.8546, -5.9708], [-5.7969, -1.9126, -4.3912], [-0.0193, 0.6746, 0.2388], [-7.1929, 4.1479, -4.7655], [11.4471, 1.9017, 0.8617], [0.8347, -0.1566, -3.4129], [-3.2477, -1.0508, 1.2697], [2.1510, -0.8998, -0.6523], [2.8661, -1.5065, -4.0489], [-0.5365, -0.0471, -2.7501], [9.3737, 2.7700, -1.4195], [5.6047, 3.0968, 0.0165], [5.3047, 3.5578, 3.3205], [-2.0664, -1.9914, -0.5127], [0.7250, 1.7494, -1.2805], [-7.3660, -0.9133, -2.9799], [8.3236, 2.2495, 1.7379], [-1.2927, -4.1363, 3.9525], [-1.8675, -3.3617, 3.8601], [3.4671, 2.3959, 0.2191], [1.6258, -2.2275, 1.5516], [-1.1532, -4.4343, 3.0411], [-3.1810, -5.3287, -1.1832], [10.3316, 2.8021, -1.5621], [9.7846, 1.8135, 1.6555], [-8.7378, -2.8942, -1.9024], [-1.9528, 1.5628, -2.6221], [-1.3752, 2.1536, 7.7819], [1.5137, 1.3037, 1.6146], [1.6307, -1.9948, 2.7219], [-3.6012, -1.6705, 3.1544], [-4.9886, -1.5584, -5.6373], [-1.7277, -2.8839, 1.1672], [-1.2962, 1.2546, 2.5666], [-5.0451, -0.7640, -1.6125], [2.0692, -0.8109, 0.8156]], "forces_ev_per_angstrom": [[2.478, 0.507, -0.039], [0.101, 0.197, 0.003], [1.777, 1.146, -1.554], [-0.174, 0.283, 0.099], [-0.038, -0.167, -0.228], [-0.165, -0.058, -0.203], [2.272, 0.303, 0.264], [0.357, -0.311, 0.422], [-0.162, 0.213, 0.175], [0.079, -0.177, 0.071], [-0.129, -0.164, -0.279], [0.021, -0.154, -0.256], [0.202, -0.135, -0.059], [0.050, -0.198, 0.175], [-0.170, -0.155, -0.271], [1.957, -1.159, -0.342], [-0.161, -0.295, 0.061], [0.071, 0.065, 0.235], [-1.555, -1.096, -0.323], [0.267, -0.151, -0.289], [-0.458, -0.268, -0.108], [0.156, -0.039, 0.388], [-0.406, -0.209, -0.066], [0.196, -0.077, 0.409], [0.146, -0.932, -1.507], [0.263, 0.172, -0.381], [-2.318, -0.760, -0.859], [0.311, -0.150, 0.295], [0.305, 0.177, 0.032], [0.408, 0.051, 0.098], [0.567, -0.123, 0.095], [-0.186, 0.070, -0.216], [0.278, 0.115, 0.017], [-0.282, -0.024, -0.269], [-1.579, 1.742, 0.184], [-0.639, 0.786, -0.113], [-0.161, -0.613, -0.601], [-0.155, 0.096, 0.204], [-0.019, 0.034, -0.308], [0.222, 0.275, 0.276], [-0.459, 0.174, -0.140], [-0.295, 0.039, 0.315], [-0.291, -0.035, -0.128], [0.355, 0.056, 0.150], [0.600, 1.538, 1.055], [0.263, -0.315, 0.078], [-0.319, 0.107, -0.027], [-0.460, -0.893, -0.326], [0.024, -0.055, -0.034], [-0.031, 0.215, -0.205], [0.304, 0.179, -0.064], [0.218, 0.253, 0.072], [-0.379, -0.006, 0.026], [-0.041, 0.074, -0.348], [0.130, -0.001, 0.286], [0.168, 0.091, 0.077], [0.051, 0.309, 0.012], [-0.054, -0.213, -0.189], [-0.860, 0.691, 2.451], [0.000, 0.091, -0.089], [-0.009, 0.031, -0.059], [0.096, -0.264, -0.095], [0.015, -0.128, -0.325], [2.171, 1.775, 0.824], [-0.084, -0.004, -0.017], [0.265, 0.332, -0.071], [0.759, -0.596, 0.489], [0.153, 0.205, 0.252], [-0.148, 0.207, -0.314], [-0.210, -0.219, 0.195], [-0.227, -0.179, -0.258], [0.188, 0.134, 0.278], [0.231, -0.020, -0.344], [-0.802, 0.437, 2.126], [0.012, 0.042, 0.077], [0.336, 0.251, -0.235], [-0.175, -0.151, -0.017], [-1.265, -1.186, -1.187], [-0.597, -0.989, 0.940], [-0.470, -0.350, -0.084], [-0.148, 0.001, -0.302], [-0.087, -0.138, 0.048], [0.111, -0.282, 0.260], [0.325, -0.038, -0.005], [-0.925, -0.906, 2.151], [-0.024, -0.155, 0.321], [-0.353, 0.086, 0.029], [0.064, -0.122, 0.134], [-0.245, 0.108, -0.357], [0.306, -0.135, -0.009], [-0.021, 0.190, -0.308], [0.147, 1.045, 0.724], [-0.013, 0.089, 0.307], [0.250, 0.255, -0.039], [-0.405, 0.061, 0.187], [-0.512, 0.242, 0.296], [0.234, 0.213, 0.070], [-0.013, 0.151, 0.081], [0.125, -0.201, 0.213], [-1.187, -1.889, -0.239], [0.108, -0.611, -2.560], [1.635, 1.602, -1.183], [-0.001, -0.208, 0.224], [-1.773, 1.115, -1.328], [0.214, -0.084, 0.192], [-0.231, -0.166, -0.084], [-0.470, -0.667, 0.793]], "lowdin_charge": [0.134, 0.014, 0.109, -0.061, -0.019, 0.073, 0.074, -0.053, 0.048, 0.036, 0.042, 0.058, 0.049, 0.045, 0.016, 0.101, 0.054, 0.038, -0.149, -0.052, -0.064, -0.069, 0.005, 0.051, 0.674, -0.001, 0.160, -0.056, 0.053, -0.072, -0.053, -0.072, 0.046, -0.062, 0.094, -0.065, -0.091, -0.001, -0.050, -0.060, -0.061, -0.052, 0.053, -0.074, 0.109, -0.074, 0.049, -0.257, 0.015, 0.062, 0.003, 0.005, 0.032, 0.046, -0.059, 0.040, 0.047, -0.052, 0.076, 0.016, -0.003, 0.026, -0.053, 0.064, 0.014, -0.045, -0.226, 0.010, 0.007, 0.047, 0.037, 0.040, 0.001, -0.361, 0.000, 0.058, 0.021, -0.400, -0.112, -0.063, 0.022, -0.071, 0.014, 0.033, 0.091, -0.009, -0.011, 0.009, -0.065, 0.013, -0.049, -0.066, 0.029, 0.039, 0.030, -0.006, 0.066, -0.069, 0.053, 0.111, 0.080, 0.119, 0.040, 0.068, -0.011, -0.052, -0.317], "gap_ev": 9.9, "mol_weight_g_mol": 650.682, "charge": 0}

{"formula": "C7H12", "method": "ωB97M-V/def2-TZVPD", "symbols": ["H", "H", "C", "H", "H", "H", "C", "H", "C", "H", "H", "C", "H", "C", "C", "C", "H", "H", "H"], "coordinates": [[2.0324, 0.5571, 0.7270], [-1.1575, 0.5687, -1.9028], [0.0382, -0.8560, -0.6929], [0.9073, -1.4052, 1.2530], [0.0712, 0.6760, 2.0773], [-2.0392, 1.5681, 0.4357], [-1.1755, 0.0691, -0.9275], [-0.3301, 1.7929, 0.0519], [-0.6592, 0.1571, 1.4471], [2.9773, 1.0791, -0.7746], [-0.0596, -1.7842, -1.2698], [2.1419, 0.5252, -0.3555], [-2.0962, -0.5263, -0.8712], [1.2930, -0.1420, -1.1331], [-0.0585, -1.1277, 0.8189], [-1.0983, 1.0393, 0.2563], [-0.7341, -1.9761, 0.9797], [-1.5095, -0.0889, 2.0924], [1.4564, -0.1262, -2.2121]], "forces_ev_per_angstrom": [[0.004, -0.023, -0.164], [0.014, -0.065, 0.148], [0.033, -0.040, 0.006], [-0.121, 0.057, -0.063], [-0.122, -0.057, -0.089], [0.115, -0.096, -0.009], [-0.069, 0.016, -0.046], [-0.148, -0.081, 0.027], [-0.003, 0.024, 0.082], [-0.089, -0.137, 0.035], [0.031, 0.141, 0.075], [-0.084, -0.108, -0.060], [0.117, 0.077, -0.017], [0.102, 0.120, 0.068], [0.038, -0.050, 0.019], [-0.017, 0.046, -0.001], [0.103, 0.139, -0.029], [0.120, 0.027, -0.113], [-0.024, 0.011, 0.132]], "lowdin_charge": [0.056, 0.112, -0.333, 0.105, 0.096, 0.103, -0.168, 0.099, -0.184, 0.054, 0.133, 0.010, 0.115, -0.148, -0.167, -0.195, 0.108, 0.100, 0.103], "gap_ev": 10.8, "relative_energy_ev": 0.327, "mol_weight_g_mol": 96.173, "charge": 0, "smiles": "C=CC1CCCC1"}